1.
Here is C10H11NSSr as an isolated structure at a distorted geometry from the Open Molecules 2025 dataset. Energies are from the ωB97M-V functional and the def2-TZVPD basis.

Geometry (Å):
Sr 0.08 -2.03 -0.11
C -0.78 -0.13 -4.33
H 0.01 -0.43 -3.71
H -1.39 -1.01 -4.54
H -0.55 0.51 -5.16
H -1.72 0.44 -3.77
H -2.46 0.26 -3.14
S 2.80 1.11 1.25
C 3.34 1.36 -0.35
C 2.35 0.97 -1.27
C 1.25 0.32 -0.69
C 1.17 0.55 0.69
C 0.10 0.19 1.67
C 0.20 0.12 3.08
C -0.87 -0.41 3.82
C -2.00 -0.92 3.17
C -2.01 -0.92 1.78
N -0.98 -0.38 1.06
H 4.31 1.80 -0.56
H 2.47 1.18 -2.34
H 1.13 0.44 3.56
H -0.81 -0.39 4.91
H -2.81 -1.28 3.75
H -2.80 -1.36 1.23

Computed properties:
HOMO level (spin up / spin down) in Eh: -0.274 / -0.168
Electronic energy in eV: -23702.2940
Total charge: 0
Gap between HOMO and LUMO (spin up / spin down) in eV: 7.22 / 4.31

***

2.
Here is C10H12BrNO2S in the gas phase at a distorted geometry from the Open Molecules 2025 dataset. Energies are from the ωB97M-V functional and the def2-TZVPD basis.

Geometry (Å):
C 2.39 -1.55 0.79
N 1.98 -0.92 -0.44
C 2.50 -1.57 -1.70
C 0.96 -0.01 -0.42
O 0.49 0.55 0.54
O 0.39 0.03 -1.67
C -0.75 0.75 -1.90
C -1.20 1.67 -1.13
C -1.81 2.58 -0.45
C -3.04 2.52 0.36
C -3.56 1.53 1.12
C -2.81 0.32 1.54
C -3.19 -0.87 0.56
S -2.19 -2.08 0.24
Br -4.86 -0.69 -0.36
H 2.64 -0.89 1.64
H 1.60 -2.22 1.07
H 3.29 -2.05 0.49
H 2.17 -1.13 -2.59
H 3.57 -1.62 -1.71
H 1.91 -2.42 -1.77
H -1.29 0.56 -2.86
H -1.46 3.65 -0.71
H -3.68 3.32 0.27
H -4.55 1.75 1.56
H -1.76 0.44 1.50
H -3.20 -0.08 2.54

Computed properties:
HOMO level in Eh: -0.312
Electronic energy in eV: -97023.6598
SMILES: CN(C)C(=O)OC=C=C/C=C\CC(=S)Br
Total charge: 0
ΔE to the lowest compared entry with this formula, charge and spin in kcal per mole: 106.11
Gap between HOMO and LUMO in eV: 8.23

***

3.
Here is a 6-piece molecular cluster, C10H12Cl15F5O3S overall at a distorted geometry from the Open Molecules 2025 dataset. Energies are from the ωB97M-V functional and the def2-TZVPD basis.

Geometry (Å):
O -2.75 6.29 0.39
S -2.17 5.47 -0.64
O -3.34 4.60 -1.32
C -4.61 4.61 -0.65
C -4.66 3.73 0.59
C -4.22 2.30 0.30
F -3.28 1.87 1.22
O -1.44 4.17 0.23
C -0.10 4.33 0.40
F 0.26 3.82 1.60
F 0.28 5.64 0.43
C 0.76 3.62 -0.67
F 0.71 2.28 -0.44
F 0.30 3.90 -1.91
H -5.31 4.17 -1.37
H -4.98 5.61 -0.46
H -4.13 4.18 1.42
H -5.71 3.69 0.87
H -5.05 1.61 0.36
H -3.81 2.20 -0.70
H 1.79 3.97 -0.59
C 2.19 -0.85 1.92
Cl 1.42 -0.78 3.50
Cl 2.02 -2.46 1.21
Cl 1.55 0.39 0.84
H 3.25 -0.68 2.06
C 0.25 -3.78 -1.95
Cl 1.30 -3.88 -3.36
Cl -1.32 -3.12 -2.39
Cl 0.08 -5.37 -1.19
H 0.71 -3.11 -1.23
C 4.78 -2.12 4.86
Cl 5.22 -1.36 3.32
Cl 5.80 -3.53 5.17
Cl 4.88 -0.96 6.18
H 3.75 -2.46 4.78
C 2.17 -6.67 2.44
Cl 2.48 -5.92 0.88
Cl 3.26 -8.02 2.72
Cl 2.31 -5.48 3.74
H 1.16 -7.05 2.44
C 0.82 -3.02 -6.91
Cl 2.56 -3.17 -7.17
Cl 0.36 -1.34 -6.64
Cl -0.08 -3.70 -8.27
H 0.56 -3.59 -6.02

Computed properties:
HOMO level in Eh: -0.403
Electronic energy in eV: -228964.7900
Total charge: 0
Gap between HOMO and LUMO in eV: 11.30

***

4.
Here is C10H12Cl5N2Pb as an isolated structure at a distorted geometry from the Open Molecules 2025 dataset. Energies are from the ωB97M-V functional and the def2-TZVPD basis.

Geometry (Å):
Pb -14.89 2.02 -0.76
N -15.77 2.65 -2.87
C -17.16 2.31 -3.33
C -17.67 0.90 -2.97
C -17.69 0.43 -1.46
C -16.65 -0.67 -1.17
N -15.34 -0.24 -1.63
H -15.73 3.67 -2.98
H -15.03 2.31 -3.58
H -17.22 2.41 -4.38
H -17.87 3.11 -2.91
H -17.16 0.12 -3.45
H -18.73 0.85 -3.32
H -18.56 -0.20 -1.36
H -17.79 1.17 -0.65
H -16.99 -1.57 -1.75
H -16.67 -0.97 -0.13
H -15.37 -0.09 -2.68
H -14.64 -0.90 -1.29
Cl -13.07 -0.32 0.80
C -12.06 0.82 -0.08
C -12.65 1.63 -1.07
C -11.96 2.62 -1.70
Cl -12.89 3.81 -2.57
C -10.63 2.89 -1.32
Cl -9.76 4.20 -1.97
C -10.05 2.21 -0.26
Cl -8.56 2.72 0.47
C -10.76 1.11 0.28
Cl -10.03 0.16 1.51

Computed properties:
HOMO level (spin up / spin down) in Eh: -0.730 / -0.723
Electronic energy in eV: -81370.9063
Total charge: +3
ΔE to the lowest compared entry with this formula, charge and spin in kcal per mole: 0.00
Gap between HOMO and LUMO (spin up / spin down) in eV: 4.77 / 4.89

***

5.
Here is C10H12Cl6F12MgNaO12S4 as an isolated structure at a distorted geometry from the Open Molecules 2025 dataset. Energies are from the ωB97M-V functional and the def2-TZVPD basis.

Geometry (Å):
Na -27.09 9.42 23.86
Mg -25.37 5.73 26.44
C -22.43 8.95 25.08
F -22.08 9.78 24.10
F -21.39 8.23 25.43
F -22.86 9.66 26.11
S -23.82 7.84 24.43
O -23.30 6.97 23.39
O -24.20 7.05 25.61
O -24.83 8.81 24.02
C -26.10 9.35 28.48
F -26.72 10.52 28.50
F -24.89 9.53 27.95
F -25.92 8.86 29.71
S -27.14 8.13 27.49
O -27.28 8.69 26.15
O -26.41 6.87 27.51
O -28.38 8.10 28.23
C -22.87 4.58 29.94
F -21.68 4.28 30.41
F -23.66 3.52 30.00
F -23.39 5.54 30.70
S -22.72 5.23 28.18
O -22.20 6.57 28.25
O -21.88 4.29 27.49
O -24.14 5.27 27.76
C -28.41 4.63 23.49
F -29.04 4.68 22.31
F -29.26 4.79 24.50
F -27.83 3.44 23.60
S -27.08 5.98 23.56
O -26.63 5.92 24.98
O -26.03 5.57 22.67
O -27.74 7.23 23.23
Cl -33.42 8.40 24.99
C -32.35 9.10 26.24
C -31.01 8.42 26.32
Cl -30.04 8.66 24.84
H -32.82 8.96 27.22
H -32.31 10.17 26.06
H -31.11 7.38 26.61
H -30.43 8.89 27.12
Cl -26.81 3.80 27.34
C -28.30 4.40 28.15
C -28.31 4.04 29.63
Cl -26.98 4.90 30.45
H -29.16 4.02 27.59
H -28.34 5.48 28.09
H -28.27 2.99 29.89
H -29.28 4.44 29.97
Cl -22.65 10.50 32.10
C -22.63 10.85 30.36
C -21.63 9.99 29.63
Cl -19.96 10.03 30.27
H -22.35 11.90 30.28
H -23.62 10.74 29.93
H -21.59 10.24 28.58
H -21.98 8.96 29.69

Computed properties:
HOMO level in Eh: -0.279
Electronic energy in eV: -196092.5862
Total charge: -1
Gap between HOMO and LUMO in eV: 8.92

***

6.
Here is C10H12ClN3 in the gas phase at a distorted geometry from the Open Molecules 2025 dataset. Energies are from the ωB97M-V functional and the def2-TZVPD basis.

Geometry (Å):
C 0.24 -2.47 0.17
C -0.46 -1.17 0.21
C -1.28 -1.07 -1.11
Cl -2.90 -1.59 -0.90
C -0.64 -0.58 -2.15
C 0.72 -0.03 -2.13
C 1.26 0.35 -0.97
C 0.50 0.05 0.30
C 1.42 -0.25 1.52
N -0.27 1.25 0.66
C -1.62 1.55 0.75
N -1.69 2.82 0.82
C -0.45 3.32 0.83
N 0.48 2.45 0.71
H 0.47 -2.86 1.24
H 1.23 -2.52 -0.32
H -0.46 -3.15 -0.28
H -1.09 -1.06 1.02
H -1.09 -0.52 -3.14
H 1.44 0.05 -3.01
H 2.10 1.08 -0.93
H 0.87 -0.76 2.32
H 1.81 0.66 2.01
H 2.22 -0.93 1.08
H -2.48 0.99 0.47
H -0.31 4.38 0.81

Computed properties:
HOMO level in Eh: -0.330
Electronic energy in eV: -27555.3189
SMILES: C[C@@H]1C(Cl)=CC=C[C@@]1(C)n1cncn1
Total charge: 0
ΔE to the lowest compared entry with this formula, charge and spin in kcal per mole: 36.51
Gap between HOMO and LUMO in eV: 9.41

***

7.
Here is C10H12ClNO in the gas phase at a distorted geometry from the Open Molecules 2025 dataset. Energies are from the ωB97M-V functional and the def2-TZVPD basis.

Geometry (Å):
C -1.10 -0.49 -2.53
C -0.24 -1.10 -1.76
O -0.17 -2.83 -1.76
Cl -1.23 -3.61 -2.74
N 0.58 -0.77 -0.83
C 1.98 -1.27 -0.78
C 0.24 0.37 -0.05
C 1.22 1.38 0.02
C 1.03 2.40 0.92
C -0.18 2.60 1.60
C -1.12 1.62 1.51
C -0.96 0.48 0.74
C -1.99 -0.58 0.70
H -1.92 -0.98 -3.06
H -0.87 0.58 -2.81
H 2.47 -0.63 0.07
H 1.86 -2.36 -0.49
H 2.44 -1.19 -1.75
H 2.12 1.28 -0.54
H 1.82 3.06 1.07
H -0.35 3.46 2.20
H -1.90 1.57 2.33
H -1.43 -1.55 0.80
H -2.66 -0.57 1.58
H -2.59 -0.59 -0.18

Computed properties:
HOMO level in Eh: -0.307
Electronic energy in eV: -26620.4134
SMILES: C=C(OCl)N(C)c1ccccc1C
Total charge: 0
ΔE to the lowest compared entry with this formula, charge and spin in kcal per mole: 120.21
Gap between HOMO and LUMO in eV: 9.09

***

8.
Here is C10H12ClP in the gas phase at a distorted geometry from the Open Molecules 2025 dataset. Energies are from the ωB97M-V functional and the def2-TZVPD basis.

Geometry (Å):
C -0.03 2.49 2.71
C 0.12 1.10 2.34
C 0.54 0.23 3.48
C -0.24 0.61 1.12
P -0.61 -1.14 0.64
Cl 1.27 -2.18 0.83
C -0.40 -1.01 -1.20
C 0.65 -0.30 -1.79
C 0.80 -0.21 -3.19
C -0.09 -0.97 -3.99
C -1.05 -1.75 -3.40
C -1.30 -1.70 -2.07
H -0.49 2.68 3.66
H -0.69 3.18 1.93
H 1.01 2.89 2.80
H -0.45 -0.03 4.08
H 1.02 -0.79 3.17
H 1.12 0.77 4.15
H -0.72 1.29 0.33
H 1.47 0.28 -1.29
H 1.59 0.39 -3.51
H 0.15 -1.09 -5.12
H -1.66 -2.40 -4.00
H -2.02 -2.34 -1.69

Computed properties:
HOMO level in Eh: -0.322
Electronic energy in eV: -32374.8003
SMILES: CC(C)=CP(Cl)c1ccccc1
Total charge: 0
ΔE to the lowest compared entry with this formula, charge and spin in kcal per mole: 0.00
Gap between HOMO and LUMO in eV: 9.03

***

9.
Here is C10H12EuO5 as an isolated structure at a distorted geometry from the Open Molecules 2025 dataset. Energies are from the ωB97M-V functional and the def2-TZVPD basis.

Geometry (Å):
Eu -0.50 1.10 -0.39
O -2.74 -1.50 -2.07
C -2.13 -0.64 -1.62
C 1.38 2.33 1.05
O 2.13 2.86 1.74
C -2.25 1.16 1.63
O -2.92 1.02 2.55
C 1.26 0.84 -2.39
O 1.94 0.77 -3.31
C -2.08 2.80 -1.80
H -1.86 2.44 -2.82
H -3.06 2.51 -1.38
C -1.22 3.60 -1.12
H -1.45 3.99 -0.12
H -0.25 3.91 -1.54
C 0.73 -3.08 0.52
C 1.26 -2.51 1.84
C 1.14 -0.99 1.72
O 0.79 -0.75 0.32
C 1.03 -1.97 -0.47
H 1.17 -4.04 0.24
H -0.35 -3.23 0.58
H 2.31 -2.79 1.97
H 0.70 -2.88 2.71
H 0.36 -0.56 2.35
H 2.08 -0.46 1.94
H 2.10 -1.97 -0.76
H 0.42 -1.95 -1.38

Computed properties:
HOMO level (spin up / spin down) in Eh: -0.785 / -0.786
Electronic energy in eV: -40097.5257
Total charge: +3
ΔE to the lowest compared entry with this formula, charge and spin in kcal per mole: 0.00
Spin multiplicity: 7
Gap between HOMO and LUMO (spin up / spin down) in eV: 5.67 / 8.02